Entry 1:
DFT (ωB97M-V/def2-TZVPD) results for a 2-piece molecular cluster, C5H12N2O overall.

Structure (XYZ):
```
20
Properties=species:S:1:pos:R:3:forces:R:3:lowdin_charge:R:1
C 0.6174 -1.2587 0.8922 0.818 -3.914 2.408 -0.421
O 1.1266 -1.1589 2.1403 -0.914 1.081 -2.038 -0.206
C -0.1396 0.0509 0.4080 0.746 4.674 -0.914 -0.189
C -0.4673 0.0953 -1.0089 -0.484 -4.296 2.769 -0.001
C 0.3027 0.6728 -2.0106 3.098 2.403 -0.884 -0.390
C 1.5727 1.3131 -1.7574 -4.423 -2.696 1.624 0.166
N -0.2037 0.5486 -3.3010 -1.030 0.250 -0.555 0.059
N -1.4891 -0.1952 3.3387 0.568 -2.305 -1.988 -0.014
H -0.1361 -2.1022 0.8801 -0.131 0.777 -0.267 0.113
H 1.3697 -1.5983 0.1516 0.000 0.835 -0.235 0.107
H -1.0191 0.2488 1.0918 0.931 -0.613 -0.521 0.111
H -1.1355 -0.8477 -1.2722 0.788 2.452 -0.093 0.178
H 0.6939 0.8802 0.5632 -2.022 -1.451 0.290 0.132
H 2.0976 1.6223 -2.5896 1.358 0.748 -1.350 0.034
H 1.9531 1.2887 -0.7294 0.082 0.251 -0.817 0.067
H -1.2522 0.5182 -3.3224 1.745 0.169 -0.368 0.117
H 0.2571 1.0925 -4.0493 -0.732 -0.512 0.855 0.109
H -0.4590 -0.3424 3.0185 -1.901 0.264 1.559 0.022
H -1.9551 -1.1384 3.3984 0.903 1.449 -0.086 0.030
H -1.7339 0.3105 4.1579 0.600 0.433 0.613 -0.025
```
Positions in Å, forces in eV/Å.

Highest occupied orbital energy (eV): -7.81
Energy above the lowest of the compared OMol25 structures with the same formula, charge and spin (eV): 6.770
E (hartree): -382.2537
F_max (Eh/bohr): 0.1056


Entry 2:
DFT (ωB97M-V/def2-TZVPD) results for a 2-piece molecular cluster, C5H12N2O overall.

Structure (XYZ):
```
20
Properties=species:S:1:pos:R:3:forces:R:3:lowdin_charge:R:1
C -0.8742 0.9314 0.9567 0.028 -0.762 -0.371 -0.057
C -0.6624 1.0446 -1.4622 0.102 -0.345 0.173 -0.065
N -0.4259 0.2370 -0.2593 -1.868 -1.067 -0.955 -0.251
C 1.5122 -0.2033 -0.2434 1.941 -3.894 0.228 -0.189
C 2.2431 0.3623 0.7472 -0.118 -0.016 -0.407 -0.112
H 1.8149 -0.0519 -1.2716 0.001 0.482 -0.122 0.078
H -1.9640 0.9208 1.0265 -0.017 0.033 0.034 0.097
H -0.5307 1.9631 0.9330 0.195 -0.080 -0.054 0.093
H -0.4541 0.4400 1.8299 0.075 0.169 0.153 0.070
H -1.6994 1.3721 -1.5194 -0.125 0.050 -0.093 0.092
H -0.4242 0.4479 -2.3389 -0.071 0.064 0.003 0.088
H -0.0056 1.9155 -1.4328 0.020 -0.029 0.113 0.094
H 2.0191 0.2322 1.7956 0.305 -0.426 0.121 0.019
H 3.1226 0.9264 0.4733 -0.329 0.678 0.114 0.023
N -0.9786 -1.9000 0.7446 0.379 0.360 -1.183 0.171
C -0.8171 -1.2065 -0.4468 -2.973 2.342 1.058 -0.552
O -1.2645 -1.6017 -1.5053 1.406 -0.055 0.674 0.078
H -1.2009 -2.8715 0.5869 0.093 0.058 0.347 0.114
H -0.5650 -1.5996 1.6153 0.076 -0.222 -0.349 0.097
H 1.1546 -1.3587 -0.2294 0.882 2.661 0.517 0.113
```
Positions in Å, forces in eV/Å.

Highest occupied orbital energy (eV): -7.14
SMILES string: CN(C)C(N)=O.C=C
Energy above the lowest of the compared OMol25 structures with the same formula, charge and spin (eV): 3.920
E (hartree): -382.3585
F_max (Eh/bohr): 0.0847


Entry 3:
DFT (ωB97M-V/def2-TZVPD) results for C5H12N2O in the gas phase.

Structure (XYZ):
```
20
Properties=species:S:1:pos:R:3:forces:R:3:lowdin_charge:R:1
C 0.2238 -1.6653 1.1438 -0.667 0.384 0.185 -0.331
N -0.2121 -0.4028 0.8865 0.450 -0.321 -0.359 -0.118
C 0.6254 0.7565 1.1669 0.092 -0.109 0.291 -0.210
C 2.1339 0.6338 0.8880 -0.163 1.335 1.339 -0.072
C -1.2744 -0.2253 -0.0724 -0.095 -0.427 -0.684 -0.170
C -0.7511 -0.1656 -1.5189 0.449 -0.150 -0.217 -0.260
N -1.6492 0.4493 -2.4888 0.421 -0.743 0.208 -0.001
O -0.2822 -2.6676 0.6849 0.202 -0.165 0.093 0.028
H 1.0255 -1.6676 1.8930 0.220 -0.243 -0.019 0.134
H 0.5061 1.0255 2.2135 -0.146 0.095 0.171 0.112
H 0.1892 1.5526 0.5779 0.085 0.340 -0.009 0.111
H 2.4551 1.1767 0.0004 -0.005 -0.905 -0.464 0.072
H 2.4973 -0.3601 1.0981 0.251 -0.306 -0.822 0.058
H 2.6222 1.2211 1.6817 -0.082 -0.045 -0.081 0.074
H -1.9204 -1.0974 -0.0089 -0.198 0.032 0.205 0.118
H -1.8547 0.6618 0.1678 0.020 0.202 0.075 0.119
H 0.2353 0.3013 -1.5244 -0.116 0.477 -0.093 0.107
H -0.5164 -1.1818 -1.8506 -0.208 -0.103 0.181 0.110
H -1.4517 1.4088 -2.7089 -0.320 0.178 0.283 0.058
H -2.6016 0.2463 -2.2296 -0.192 0.475 -0.282 0.062
```
Positions in Å, forces in eV/Å.

Highest occupied orbital energy (eV): -8.84
SMILES string: CCN(C=O)CCN
Energy above the lowest of the compared OMol25 structures with the same formula, charge and spin (eV): 1.562
E (hartree): -382.4451
F_max (Eh/bohr): 0.0369


Entry 4:
DFT (ωB97M-V/def2-TZVPD) results for a 2-piece molecular cluster, C5H12N2O overall.

Structure (XYZ):
```
20
Properties=species:S:1:pos:R:3:forces:R:3:lowdin_charge:R:1
C 1.0115 -1.9062 -1.4126 0.119 0.747 -1.279 -0.097
C 0.7264 -0.6633 -2.3411 0.557 -0.321 -1.017 -0.264
C -0.7104 -0.2261 -2.2204 -0.087 0.652 -0.189 -0.241
C -1.0543 1.0028 -1.8167 -1.315 -0.727 -0.041 -0.020
H 0.3131 -2.6779 -1.7493 0.188 -0.145 0.311 0.070
H 2.0467 -2.2991 -1.4486 -0.562 0.339 -0.167 0.075
H 0.7879 -1.6242 -0.3964 -0.033 -0.025 0.338 0.019
H 0.8970 -0.9422 -3.4451 -0.020 0.236 1.573 0.122
H 1.3700 0.2394 -2.1376 -0.443 -1.078 -0.004 0.111
H -1.5344 -0.8925 -2.5670 0.841 0.249 0.472 0.108
H -2.1634 1.1619 -1.7541 1.287 0.486 0.002 0.067
H -0.3358 1.7890 -1.5449 -0.460 -0.441 -0.019 0.067
N 1.2957 0.5003 1.9112 -0.881 0.378 -0.054 0.132
C -0.1046 0.6222 1.9326 -0.583 0.523 1.182 -0.623
N -0.8202 -0.5748 1.7264 0.685 1.001 -0.364 0.137
O -0.6714 1.6815 2.2137 0.973 -1.477 -0.845 0.017
H 1.7165 1.2961 2.3572 0.102 0.229 -0.012 0.090
H 1.7226 -0.3571 2.2130 -0.201 -0.344 -0.066 0.086
H -1.6942 -0.3582 1.2647 -0.117 -0.099 0.213 0.095
H -0.2945 -1.2424 1.1849 -0.050 -0.182 -0.033 0.050
```
Positions in Å, forces in eV/Å.

Highest occupied orbital energy (eV): -9.73
SMILES string: NC(N)=O.C=CCC
Energy above the lowest of the compared OMol25 structures with the same formula, charge and spin (eV): 1.153
E (hartree): -382.4602
F_max (Eh/bohr): 0.0381


Entry 5:
DFT (ωB97M-V/def2-TZVPD) results for a 3-piece molecular cluster, C5H12N2O overall.

Structure (XYZ):
```
20
Properties=species:S:1:pos:R:3:forces:R:3:lowdin_charge:R:1
C -1.4497 -1.3277 1.3137 0.094 -0.985 2.229 -0.201
C -0.5839 -0.4509 -0.8728 -0.574 -0.318 -1.135 -0.125
N -1.4979 -1.2273 -1.5881 -0.050 -0.169 0.330 -0.014
O -0.4545 -1.8459 1.8372 -0.943 0.574 -0.850 -0.089
H 1.0576 -0.7593 1.8493 0.260 0.462 -0.189 0.065
H -1.7118 -2.1363 -1.2016 -0.194 0.136 -0.280 0.068
H -2.2792 -0.7324 -1.9930 0.001 -0.248 0.104 0.084
H -2.1915 -1.9575 0.8044 0.342 0.014 -0.701 0.072
H -1.9295 -0.4390 1.7512 0.458 0.441 -0.314 0.082
H -0.4972 0.4840 -1.4135 0.537 0.047 0.485 0.051
H 0.2831 -1.0261 -0.5697 0.250 0.296 -0.086 0.059
C 0.5791 0.9390 0.8908 0.603 1.008 1.172 -0.271
C 0.9260 1.9257 -0.0764 -0.641 -0.835 -1.005 -0.225
C 1.7774 1.6920 -1.1102 -0.044 0.276 0.414 -0.007
N 1.4922 0.0221 1.3382 -0.361 -0.842 -0.047 0.073
H 2.1491 -0.3242 0.6520 0.088 0.167 -0.030 0.081
H -0.1534 1.2189 1.6424 -0.064 -0.162 -0.146 0.105
H 0.2124 2.7377 -0.1722 0.084 0.068 0.035 0.098
H 2.5014 0.8890 -1.0913 -0.055 -0.117 -0.076 0.045
H 1.7705 2.3179 -1.9903 0.208 0.188 0.090 0.047
```
Positions in Å, forces in eV/Å.

Highest occupied orbital energy (alpha / beta) (eV): -6.99 / -6.49
Energy above the lowest of the compared OMol25 structures with the same formula, charge and spin (eV): 5.937
E (hartree): -382.2844
F_max (Eh/bohr): 0.0474


Entry 6:
DFT (ωB97M-V/def2-TZVPD) results for C5H12N2O in the gas phase.

Structure (XYZ):
```
20
Properties=species:S:1:pos:R:3:forces:R:3:lowdin_charge:R:1
C -0.7653 0.0952 0.0460 0.542 -1.460 -1.134 -0.603
C 0.4739 -0.0920 0.9340 0.230 0.084 -0.480 -0.080
C -2.0137 -0.4586 0.7264 0.177 0.220 -0.237 -0.033
C -0.5059 -0.6791 -1.3214 -1.180 0.895 0.899 -0.008
C 1.7428 0.1078 0.1106 0.458 -0.082 1.306 -0.540
N 1.9176 1.3980 -0.3251 -0.201 0.077 -0.441 0.126
O -0.9376 1.4574 -0.2957 -0.211 0.482 -0.145 -0.036
N 2.6784 -0.7426 -0.0489 0.182 0.092 -0.167 0.111
H -1.3862 1.9147 0.4250 0.053 -0.050 0.007 0.107
H 1.0703 1.8973 -0.5601 0.087 0.007 0.044 0.075
H 2.6837 1.5116 -0.9708 0.036 -0.012 0.006 0.097
H 2.5533 -1.6053 0.4705 -0.365 0.064 -0.109 0.035
H 0.4757 -1.0998 1.3512 0.025 0.040 -0.001 0.119
H 0.4574 0.6361 1.7494 -0.014 -0.056 0.047 0.127
H -2.8838 -0.2855 0.0954 -0.067 -0.002 -0.017 0.088
H -1.9151 -1.5266 0.8991 0.006 -0.096 0.045 0.086
H -2.1729 0.0316 1.6875 -0.021 0.031 0.103 0.087
H -1.3791 -0.5041 -1.9468 -0.222 -0.159 -0.019 0.080
H 0.3310 -0.3132 -1.9088 0.290 -0.002 0.364 0.077
H -0.4247 -1.7427 -1.1174 0.196 -0.073 -0.070 0.086
```
Positions in Å, forces in eV/Å.

Highest occupied orbital energy (eV): -9.06
SMILES string: [H]/N=C(/N)CC(C)(C)O
Energy above the lowest of the compared OMol25 structures with the same formula, charge and spin (eV): 0.810
E (hartree): -382.4728
F_max (Eh/bohr): 0.0375